Formula: C37H37BMnN10O2P
Source: the Open Molecules 2025 dataset
Level of theory: ωB97M-V/def2-TZVPD

Geometry as XYZ:
```
89
C37H37BMnN10O2P, DFT ωB97M-V/def2-TZVPD
Mn -0.381 -0.126 -0.043
C -1.095 -4.219 -0.923
C -0.832 -2.928 -1.385
N -0.032 -2.286 -0.539
N 0.224 -3.131 0.476
C -0.401 -4.303 0.267
B 1.089 -2.792 1.730
N 0.210 -2.071 2.780
C -0.149 -2.400 4.041
C -0.880 -1.353 4.558
C -0.905 -0.407 3.528
N -0.244 -0.839 2.466
N 2.201 -1.799 1.343
C 3.485 -1.785 1.759
C 4.057 -0.606 1.335
C 3.021 0.057 0.662
N 1.912 -0.666 0.686
N 1.723 -4.108 2.176
C 2.623 -4.786 1.417
C 2.797 -6.029 1.969
C 1.927 -6.035 3.075
N 1.281 -4.889 3.184
H -1.696 -4.980 -1.391
H -1.170 -2.450 -2.291
H -0.314 -5.117 0.968
H 0.132 -3.346 4.460
H -1.315 -1.271 5.539
H -1.363 0.567 3.534
H 3.908 -2.603 2.317
H 5.067 -0.269 1.493
H 3.041 1.005 0.146
H 3.066 -4.335 0.544
H 3.453 -6.811 1.627
H 1.743 -6.822 3.789
C -4.202 -1.544 1.246
C -3.272 -0.678 0.439
O -2.028 -0.859 0.640
C -3.785 0.207 -0.488
C -2.972 0.957 -1.351
C -3.624 1.792 -2.413
N -1.653 0.928 -1.287
N -0.985 1.680 -2.241
C 0.281 1.436 -2.205
O 0.799 0.613 -1.333
C 1.178 2.097 -3.171
C 0.722 3.101 -4.024
C 1.588 3.675 -4.938
C 2.910 3.255 -5.015
C 3.369 2.264 -4.160
C 2.508 1.690 -3.238
H -3.731 -1.816 2.190
H -4.401 -2.460 0.686
H -5.146 -1.033 1.429
H -4.856 0.286 -0.594
H -4.686 1.565 -2.480
H -3.141 1.621 -3.372
H -3.496 2.846 -2.172
H -0.310 3.420 -3.958
H 1.230 4.457 -5.596
H 3.576 3.697 -5.745
H 4.399 1.935 -4.209
H 2.848 0.918 -2.560
C 1.128 3.510 0.364
P -0.032 2.341 1.184
C 0.482 2.642 2.916
C 1.501 1.841 3.430
C 1.952 2.025 4.727
C 1.383 3.008 5.525
C 0.377 3.817 5.017
C -0.070 3.640 3.715
C -1.622 3.237 1.087
C -1.834 4.312 0.230
C -3.070 4.943 0.186
C -4.112 4.501 0.986
C -3.916 3.415 1.829
C -2.684 2.787 1.874
H 2.140 3.175 0.593
H 0.986 4.518 0.752
H 0.994 3.494 -0.718
H 1.924 1.059 2.809
H 2.735 1.391 5.122
H 1.721 3.141 6.545
H -0.060 4.591 5.636
H -0.853 4.277 3.324
H -1.034 4.672 -0.405
H -3.220 5.785 -0.478
H -5.077 4.990 0.946
H -4.726 3.059 2.453
H -2.542 1.936 2.529
```

* Kohn-Sham gap (alpha / beta): 0.2374 / 0.2823 Eh
* lowest unoccupied orbital energy (alpha / beta): -1.11 / -0.05 eV
* spin multiplicity: 5
* net charge: 0
* energy above the lowest of the compared OMol25 structures with the same formula, charge and spin: 0.00 kJ/mol
* F_max: 0.94 eV Å⁻¹
* HOMO level (alpha / beta): -7.57 / -7.73 eV
* <S²>: 6.078